Run w
Entry from the OMol25 dataset: a single C23H35N3O3 molecule (ωB97M-V/def2-TZVPD).

Structure (SMILES) ... Cc1ccc(C(C)(C)NC(=O)[C@@H]2CCC(=O)N(CCCN3CCOCC3)C2)cc1
HOMO ... -8.07 eV

```
! RIJCOSX wB97M-V def2-TZVPD def2/J DEFGRID3
* xyz 0 1
C 0.23 -3.25 -2.20
C 4.99 1.50 0.24
O -4.26 2.17 -1.09
H -0.40 -4.13 -2.16
C -3.71 3.26 -0.37
H 3.36 1.59 -1.94
H 1.56 -1.30 -1.91
H 4.53 -0.43 1.03
H -3.95 -2.26 0.08
C -1.40 -1.45 2.12
H -1.72 1.33 1.37
C -3.86 -1.22 2.58
H 5.79 1.66 0.97
C -2.24 3.47 -0.75
H -0.29 -2.45 -2.73
H -1.96 1.31 -2.27
H 5.30 1.96 -0.70
H -2.19 3.70 -1.82
H 1.13 -3.51 -2.77
C -0.35 -1.83 1.31
H 0.66 -1.72 1.68
H 0.59 -4.79 0.05
H -3.80 3.08 0.71
C -2.72 -1.60 1.69
C -1.04 2.04 0.86
H -1.82 4.31 -0.19
H -3.62 -0.33 3.17
H -1.07 2.98 1.41
C 3.74 2.20 0.74
C 1.31 -3.99 -0.09
C -0.57 -2.36 0.04
H -3.63 0.72 0.23
H 0.93 2.91 -0.61
H 5.61 -0.47 -0.36
H -4.31 4.13 -0.64
C 2.56 -1.27 -0.16
O 2.72 -1.64 0.98
H 1.55 3.30 1.02
C -3.53 0.99 -0.83
H 3.81 -0.70 -1.79
O 3.72 2.94 1.70
H 2.14 -4.35 -0.69
H 1.69 -3.68 0.88
C 0.38 1.48 0.89
H -3.99 0.21 -1.44
H -1.51 0.24 -0.92
H -2.11 -2.91 -1.35
H 0.42 0.55 0.32
C -1.88 -2.50 -0.38
H 0.66 1.24 1.92
C 4.72 0.01 0.05
H -4.08 -2.03 3.27
C -2.05 1.15 -1.19
H -4.76 -1.02 2.00
H -1.20 -1.04 3.10
C -2.94 -2.13 0.43
H 1.78 0.88 -1.56
C 2.78 1.07 -1.16
C 1.36 2.49 0.31
N 1.58 -1.70 -0.98
N 2.65 1.91 0.00
C 3.50 -0.25 -0.84
C 0.63 -2.81 -0.79
N -1.43 2.29 -0.52
*
```

Atom charges from the Mulliken analysis, given in e for atoms 1 to 2: atom 1 (C): -2.39, atom 2 (C): -1.00

---

Run x
Entry from the OMol25 dataset: a single C23H35N3O3 molecule (ωB97M-V/def2-TZVPD).

Structure (SMILES) ... CCN(CC)CCN(C)C(=O)c1ccc(OC2CCN(C(=O)C3CC3)CC2)cc1
HOMO ... -8.54 eV

```
! RIJCOSX wB97M-V def2-TZVPD def2/J DEFGRID3
* xyz 0 1
H -3.26 4.76 -1.63
C -1.04 0.19 0.41
H 5.16 -3.09 -2.59
H 4.20 -5.72 -0.21
H -2.91 5.06 1.95
H -2.84 6.19 0.59
C -6.02 3.22 0.46
H 1.89 1.53 -0.57
H -3.14 1.82 -0.87
H -2.07 2.75 -1.92
H 3.39 -4.19 1.79
C 0.64 -1.52 0.19
C 4.28 -2.29 2.12
H -7.35 4.93 -0.03
C -7.27 3.86 -0.09
C -3.66 3.93 -1.04
H -4.59 3.61 -1.52
H 2.58 -0.84 -0.41
C 1.19 0.77 -0.28
H 6.25 -4.23 -0.63
H 6.18 -2.71 0.26
C 1.69 -3.03 -1.99
H -7.42 3.63 2.11
O -0.37 2.49 -0.12
C 2.24 -4.86 -0.45
H 0.96 -2.24 -2.12
H -0.70 4.68 1.16
H 1.85 -5.59 -1.17
H -5.64 2.34 -0.05
C 5.60 -2.51 -1.78
C -1.65 3.02 0.17
H 1.96 -5.19 0.55
O 0.90 -3.49 1.48
H -1.36 -1.87 0.84
C -4.98 4.11 1.07
C -0.12 1.16 0.01
H 5.02 -1.60 -1.64
H -1.13 4.97 -0.52
H 4.27 -2.38 3.20
H -7.71 3.43 -0.98
C 1.56 -0.55 -0.19
H 5.15 -1.70 1.83
N 1.61 -3.58 -0.66
C -2.80 5.13 0.87
C 3.77 -4.79 -0.60
N -3.92 4.42 0.29
H -2.06 0.45 0.66
H 2.69 -2.63 -2.20
H -7.81 2.12 1.19
H 3.38 -1.76 1.82
H 1.48 -3.83 -2.71
C -0.65 -1.13 0.51
C 4.30 -3.68 1.49
H 4.01 -4.73 -1.67
C 1.06 -2.94 0.40
H 6.61 -2.23 -2.09
H 5.16 -4.26 1.87
C -1.47 4.52 0.41
C -2.63 2.78 -0.99
O -5.10 4.57 2.19
N 4.33 -3.61 0.03
H -2.04 2.57 1.10
C 5.66 -3.31 -0.48
C -7.33 3.08 1.19
*
```

Atom charges from the Mulliken analysis, given in e for atoms 1 to 2: atom 1 (H): 0.35, atom 2 (C): -0.42

---

Relative stability in kJ/mol, measured from the most stable structure: run w 0.0; run x 136.9

---

Run w
Entry from the OMol25 dataset: a single C4H4N2 molecule (ωB97M-V/def2-TZVPD).

Structure (SMILES) ... c1ccnnc1
HOMO ... -9.40 eV

```
! RIJCOSX wB97M-V def2-TZVPD def2/J DEFGRID3
* xyz 0 1
H -2.20 -0.42 0.84
C 0.75 0.89 -0.12
C -1.24 -0.36 0.33
N 0.57 -1.48 -0.30
H -1.58 0.97 -0.41
H 2.36 -0.62 0.15
H 1.34 1.76 -0.43
C -0.60 0.88 0.22
C 1.31 -0.40 -0.04
N -0.75 -1.46 -0.23
*
```

Atom charges from the Mulliken analysis, given in e for atoms 1 to 2: atom 1 (H): 0.44, atom 2 (C): -0.31

---

Run x
Entry from the OMol25 dataset: a single C4H4N2 molecule (ωB97M-V/def2-TZVPD).

Structure (SMILES) ... C#C/N=C\N=C
HOMO ... -8.96 eV

```
! RIJCOSX wB97M-V def2-TZVPD def2/J DEFGRID3
* xyz 0 1
C -1.25 1.20 -0.14
H 1.31 1.10 -1.30
N -2.09 0.23 -0.08
C 1.13 1.22 -0.21
C -1.65 -1.01 -0.01
H -1.56 2.10 -0.48
H 2.02 1.36 0.50
N 0.02 1.25 0.36
C -1.24 -2.13 0.10
H -1.15 -3.12 0.27
*
```

Atom charges from the Mulliken analysis, given in e for atoms 1 to 2: atom 1 (C): -0.01, atom 2 (H): 0.25

---

Relative stability in kJ/mol, measured from the most stable structure: run w 31.2; run x 0.0

---

Run w
Entry from the OMol25 dataset: a single C4H4N2 molecule (ωB97M-V/def2-TZVPD).

Structure (SMILES) ... [H]/N=C1\C=CC=N1
HOMO ... -10.05 eV

```
! RIJCOSX wB97M-V def2-TZVPD def2/J DEFGRID3
* xyz 0 1
C -0.90 -0.31 0.01
N -2.23 -0.31 -0.10
N -0.20 -1.61 0.12
H 2.08 0.94 0.03
C 1.15 0.43 -0.14
C -0.04 0.91 0.07
H -2.66 0.55 -0.09
C 1.06 -0.98 0.02
H 2.02 -1.48 -0.32
H -0.27 1.87 0.41
*
```

Atom charges from the Mulliken analysis, given in e for atoms 1 to 2: atom 1 (C): 0.55, atom 2 (N): -0.59

---

Run x
Entry from the OMol25 dataset: a molecular structure, C4H4N2 (ωB97M-V/def2-TZVPD).

HOMO ... -10.32 eV

```
! RIJCOSX wB97M-V def2-TZVPD def2/J DEFGRID3
* xyz 0 1
C 1.40 0.01 -0.91
N 0.09 1.26 0.78
C -1.56 -1.61 -0.49
C -0.77 -0.89 0.05
H 0.81 1.71 1.33
H -2.25 -2.24 -1.02
N 1.29 0.77 -1.80
C 0.29 -0.10 0.64
H 0.64 -0.55 1.59
H 0.06 1.64 -0.16
*
```

Atom charges from the Mulliken analysis, given in e for atoms 1 to 2: atom 1 (C): 0.15, atom 2 (N): -0.58

---

Run y
Entry from the OMol25 dataset: a single C4H4N2 molecule (ωB97M-V/def2-TZVPD).

Structure (SMILES) ... c1cncnc1
HOMO ... -9.87 eV

```
! RIJCOSX wB97M-V def2-TZVPD def2/J DEFGRID3
* xyz 0 1
C -0.27 1.19 0.03
C -0.54 -1.15 0.03
C -1.15 0.09 0.09
N 1.04 1.08 -0.07
H 2.67 -0.26 -0.20
C 1.57 -0.16 -0.12
H -2.23 0.30 0.17
N 0.88 -1.31 -0.07
H -1.29 -1.98 0.09
H -0.69 2.19 0.06
*
```

Atom charges from the Mulliken analysis, given in e for atoms 1 to 2: atom 1 (C): 0.01, atom 2 (C): -0.05

---

Relative stability in kJ/mol, measured from the most stable structure: run w 245.9; run x 369.5; run y 0.0

---

Run w
Entry from the OMol25 dataset: a single C4H4N2 molecule (ωB97M-V/def2-TZVPD).

Structure (SMILES) ... c1cncnc1
HOMO ... -9.35 eV

```
! RIJCOSX wB97M-V def2-TZVPD def2/J DEFGRID3
* xyz 0 1
N -1.64 -0.19 0.12
C -0.65 -0.20 1.59
H 2.43 0.23 0.42
H 0.95 0.28 -2.13
C 0.66 0.16 -1.06
H -1.37 0.00 -1.98
C -0.96 -0.03 -0.95
C 1.41 0.15 0.05
N 0.60 -0.07 1.60
H -1.44 -0.34 2.35
*
```

Atom charges from the Mulliken analysis, given in e for atoms 1 to 2: atom 1 (N): -0.54, atom 2 (C): 0.15

---

Run x
Entry from the OMol25 dataset: a single C4H4N2 molecule (ωB97M-V/def2-TZVPD).

Structure (SMILES) ... c1cc2n(c1)N2
HOMO ... -8.32 eV

```
! RIJCOSX wB97M-V def2-TZVPD def2/J DEFGRID3
* xyz 0 1
H 0.97 -1.85 -1.00
N 0.35 1.18 0.53
H -1.51 -1.42 0.08
C 0.58 -0.91 -0.50
N 1.39 1.56 -0.66
C -0.72 -0.76 0.05
H -1.55 0.98 1.26
C 1.14 0.31 -0.21
H 2.04 2.22 -0.24
C -0.82 0.48 0.59
*
```

Atom charges from the Mulliken analysis, given in e for atoms 1 to 2: atom 1 (H): 0.29, atom 2 (N): -0.27

---

Relative stability in kJ/mol, measured from the most stable structure: run w 0.0; run x 120.0

---

Run w
Entry from the OMol25 dataset: a molecular structure, C4H4N2 (ωB97M-V/def2-TZVPD).

HOMO (spin up / spin down) ... -9.61 / -8.34 eV

```
! RIJCOSX wB97M-V def2-TZVPD def2/J DEFGRID3
* xyz 0 1
N -0.61 -1.43 -3.70
H 1.20 1.25 0.56
C -1.16 -1.74 -1.41
H -1.44 -2.21 -0.48
H -0.77 1.35 0.23
N -0.42 -0.58 -1.50
C 0.14 0.98 0.82
C -1.15 -2.07 -2.76
H 0.19 0.11 1.53
C -0.27 -0.57 -2.79
*
```

Atom charges from the Mulliken analysis, given in e for atoms 1 to 2: atom 1 (N): -0.45, atom 2 (H): 0.24

---

Run x
Entry from the OMol25 dataset: a molecular structure, C4H4N2 (ωB97M-V/def2-TZVPD).

HOMO (spin up / spin down) ... -7.58 / -7.79 eV

```
! RIJCOSX wB97M-V def2-TZVPD def2/J DEFGRID3
* xyz 0 1
N 0.27 1.97 1.11
H -0.55 -0.89 2.01
C -0.16 1.16 -0.50
H -0.28 -2.46 0.21
H -0.24 1.75 -2.70
N 0.32 -1.64 0.25
C 0.23 0.73 0.87
C -0.05 -0.62 1.09
C -0.24 1.39 -1.70
H 0.71 -1.39 -0.65
*
```

Atom charges from the Mulliken analysis, given in e for atoms 1 to 2: atom 1 (N): -0.47, atom 2 (H): 0.36

---

Run y
Entry from the OMol25 dataset: 3 unconnected molecules or ions with the total composition C4H4N2 (ωB97M-V/def2-TZVPD).

Structure (SMILES) ... C#C.C#C.N#N
HOMO ... -10.28 eV

```
! RIJCOSX wB97M-V def2-TZVPD def2/J DEFGRID3
* xyz 0 1
C 1.02 1.32 0.85
N -0.94 0.68 -2.10
H -0.68 -2.55 -0.77
N -0.87 -0.41 -2.21
C 0.48 2.03 0.04
H 1.51 0.70 1.57
H 0.01 2.66 -0.69
H 0.07 -0.95 2.05
C -0.16 -1.45 1.14
C -0.42 -2.04 0.13
*
```

Atom charges from the Mulliken analysis, given in e for atoms 1 to 2: atom 1 (C): -0.35, atom 2 (N): -0.01

---

Relative stability in kJ/mol, measured from the most stable structure: run w 556.7; run x 276.0; run y 0.0

---

Run w
Entry from the OMol25 dataset: a single C4H4N2 molecule (ωB97M-V/def2-TZVPD).

HOMO ... -8.50 eV

```
! RIJCOSX wB97M-V def2-TZVPD def2/J DEFGRID3
* xyz 0 1
C -1.10 -0.13 -0.26
H -0.83 1.58 1.47
H -2.12 -0.36 -0.56
N 0.82 -1.27 0.11
H 2.64 -1.04 0.96
C -0.77 1.10 0.51
H 0.11 1.58 -1.56
N -0.39 -1.40 -0.04
C -0.39 1.09 -0.73
C 2.01 -1.17 0.09
*
```

Atom charges from the Mulliken analysis, given in e for atoms 1 to 2: atom 1 (C): -0.25, atom 2 (H): 0.33

---

Run x
Entry from the OMol25 dataset: a single C4H4N2 molecule (ωB97M-V/def2-TZVPD).

HOMO ... -8.67 eV

```
! RIJCOSX wB97M-V def2-TZVPD def2/J DEFGRID3
* xyz 0 1
C -0.09 1.10 0.98
H 1.47 -0.33 -1.60
H -0.10 1.93 1.69
C 1.13 0.82 0.22
H 1.79 -0.96 -0.83
N -1.23 0.45 0.89
H -2.23 -1.13 -0.04
C -1.28 -0.60 0.01
C 0.85 -0.28 -0.59
N -0.31 -1.02 -0.74
*
```

Atom charges from the Mulliken analysis, given in e for atoms 1 to 2: atom 1 (C): 0.08, atom 2 (H): 0.05

---

Run y
Entry from the OMol25 dataset: a single C4H4N2 molecule (ωB97M-V/def2-TZVPD).

Structure (SMILES) ... C=C1C=NN=C1
HOMO ... -10.36 eV

```
! RIJCOSX wB97M-V def2-TZVPD def2/J DEFGRID3
* xyz 0 1
H 0.14 2.19 0.72
N -0.24 -1.91 -0.71
C 0.65 -1.16 -0.19
N -1.49 -1.14 -0.79
H -2.05 0.75 -0.28
C 0.10 0.17 0.13
C 0.72 1.28 0.55
H 1.78 1.35 0.88
H 1.65 -1.55 -0.02
C -1.27 0.03 -0.30
*
```

Atom charges from the Mulliken analysis, given in e for atoms 1 to 2: atom 1 (H): 0.26, atom 2 (N): -0.39

---

Run z
Entry from the OMol25 dataset: a single C4H4N2 molecule (ωB97M-V/def2-TZVPD).

Structure (SMILES) ... [H]/N=C\N=C=C=C
HOMO ... -8.94 eV

```
! RIJCOSX wB97M-V def2-TZVPD def2/J DEFGRID3
* xyz 0 1
C -0.15 1.06 -2.06
N -1.01 -1.14 0.88
C -0.68 0.50 -1.00
N 1.28 -0.88 1.85
H -0.40 -0.06 2.65
C -0.84 -0.41 -0.08
C 0.08 -0.52 1.79
H -0.63 0.95 -3.03
H 1.69 -1.26 1.00
H 0.66 1.77 -2.01
*
```

Atom charges from the Mulliken analysis, given in e for atoms 1 to 2: atom 1 (C): -0.55, atom 2 (N): -0.40

---

Relative stability in kJ/mol, measured from the most stable structure: run w 327.2; run x 294.8; run y 0.0; run z 189.8

---

Run w
Entry from the OMol25 dataset: 2 unconnected molecules or ions with the total composition C4H10NO (ωB97M-V/def2-TZVPD).

HOMO ... -12.42 eV

```
! RIJCOSX wB97M-V def2-TZVPD def2/J DEFGRID3
* xyz 1 1
H -2.00 0.43 -4.76
C -0.32 0.05 0.04
C 1.05 0.08 2.72
O -1.10 -0.24 -0.92
H 1.22 0.52 3.71
N -2.63 0.38 -3.97
H 0.49 -0.96 2.86
C 1.90 -0.07 1.44
H -3.36 -0.34 -4.16
C 0.97 -0.43 0.30
H 2.43 0.91 1.44
H 2.75 -0.86 1.60
H -0.71 0.75 0.84
H -2.16 0.22 -3.09
H 0.12 0.70 2.37
H 1.34 -1.14 -0.43
*
```

Atom charges from the Mulliken analysis, given in e for atoms 1 to 2: atom 1 (H): 0.24, atom 2 (C): -0.12

---

Run x
Entry from the OMol25 dataset: a gas-phase ion, C4H10NO (charge +1) (ωB97M-V/def2-TZVPD).

Structure (SMILES) ... CC1(C)[NH2+][C@@H]1O
HOMO ... -16.17 eV

```
! RIJCOSX wB97M-V def2-TZVPD def2/J DEFGRID3
* xyz 1 1
C -1.50 -0.62 -0.62
C -0.47 1.43 0.19
H 1.10 -0.13 1.73
C 1.10 -0.62 -0.34
H -0.38 1.96 -0.69
C -0.17 -0.09 -0.06
H 0.25 1.86 0.91
H 2.27 1.02 -0.66
H -1.47 1.36 0.62
H -1.35 -0.64 -1.68
N 0.63 -0.69 1.04
H -1.70 -1.71 -0.39
H -2.29 0.04 -0.33
O 2.31 -0.01 -0.56
H 0.29 -1.54 1.54
H 1.39 -1.62 -0.68
*
```

Atom charges from the Mulliken analysis, given in e for atoms 1 to 2: atom 1 (C): -1.27, atom 2 (C): -1.43

---

Run y
Entry from the OMol25 dataset: 2 unconnected molecules or ions with the total composition C4H10NO (ωB97M-V/def2-TZVPD).

HOMO ... -12.94 eV

```
! RIJCOSX wB97M-V def2-TZVPD def2/J DEFGRID3
* xyz 1 1
O -2.77 0.95 2.45
H 0.51 -1.85 -1.87
C -2.05 0.07 2.80
N 1.13 -1.22 -1.37
H 1.96 -1.11 -1.97
H 1.53 -1.63 -0.51
H -0.96 0.06 2.63
C 1.03 0.71 0.22
H 2.12 0.82 0.20
H -0.80 1.55 -1.66
H 0.56 1.68 0.34
C 0.51 0.10 -1.04
H 0.79 0.11 1.10
H -2.46 -0.82 3.31
H -0.73 0.02 -2.75
C -0.40 0.57 -1.88
*
```

Atom charges from the Mulliken analysis, given in e for atoms 1 to 2: atom 1 (O): -0.36, atom 2 (H): 0.36

---

Relative stability in kJ/mol, measured from the most stable structure: run w 392.7; run x 21.3; run y 0.0

---

Run w
Entry from the OMol25 dataset: 2 unconnected molecules or ions with the total composition C6H13BrN (ωB97M-V/def2-TZVPD).

HOMO (spin up / spin down) ... -12.61 / -12.60 eV

```
! RIJCOSX wB97M-V def2-TZVPD def2/J DEFGRID3
* xyz 1 1
C -0.59 -2.85 -0.27
C 0.22 0.90 -0.61
H -0.54 -3.69 -1.09
H -1.56 1.88 0.12
H -0.28 -1.37 -1.77
H -1.09 -0.60 1.88
C -0.15 -0.41 0.12
Br -2.95 0.29 -0.46
H 0.30 0.31 2.09
H 0.55 -1.30 2.02
H 2.01 1.37 0.36
H -0.33 2.87 -0.60
N -0.42 2.05 0.06
H -0.08 1.94 1.08
C 1.75 1.06 -0.64
C -0.10 -0.56 1.60
H 2.01 1.81 -1.37
C -0.29 -1.61 -0.68
H -0.79 -3.23 0.73
H 2.31 0.28 -0.92
H 0.02 0.87 -1.66
*
```

Atom charges from the Mulliken analysis, given in e for atoms 1 to 2: atom 1 (C): -0.69, atom 2 (C): -0.38

---

Run x
Entry from the OMol25 dataset: 2 unconnected molecules or ions with the total composition C6H13BrN (ωB97M-V/def2-TZVPD).

HOMO ... -14.17 eV

```
! RIJCOSX wB97M-V def2-TZVPD def2/J DEFGRID3
* xyz 1 1
C -1.71 -1.74 -0.99
H 0.77 3.15 0.10
H -2.39 -1.74 -1.95
H 1.21 -1.79 -0.73
H 1.07 1.81 -1.12
Br -4.04 1.11 0.26
H -0.58 2.52 -0.92
H 3.36 -1.34 0.59
N 0.13 -0.21 -0.07
C 2.26 -1.14 0.82
H 1.73 -2.12 1.24
H 2.06 -0.24 -1.26
H -4.65 0.65 1.40
C -0.82 -0.90 -0.59
C -0.04 1.09 0.51
H 2.30 -0.26 1.51
H -1.78 -2.56 -0.26
C 0.31 2.23 -0.40
H 0.47 1.19 1.59
H -1.08 1.05 0.67
C 1.44 -0.75 -0.41
*
```

Atom charges from the Mulliken analysis, given in e for atoms 1 to 2: atom 1 (C): -0.73, atom 2 (H): 0.30

---

Relative stability in kJ/mol, measured from the most stable structure: run w 0.0; run x 22.5